The following is a DFT calculation (ωB97M-V with the def2-TZVPD basis set) of a molecular structure, C21H33BBr2F10Mg2N3O9S in a non-equilibrium geometry.

Values from the calculation:
Kohn-Sham gap = 1.03 eV
Total charge = -1
LUMO level = -3.2 eV
E_tot = -234867.428 eV

```
82
Properties=species:S:1:pos:R:3:forces:R:3
C 3.49670 5.93633 -1.30538 -0.211 0.133 -0.533
C 2.11039 5.40329 -1.55125 0.444 0.554 0.476
C 1.89997 4.16855 -2.11284 -1.456 -1.183 -0.531
C 0.53510 3.66390 -2.38462 2.909 0.109 -0.028
C -0.55198 4.42951 -2.06415 -0.412 -0.460 -0.453
C -1.93020 3.84152 -2.41992 0.907 0.055 0.987
C -3.12157 4.06303 -1.46418 -2.075 -0.742 -2.083
C -3.68034 5.51176 -1.28398 0.817 -0.715 -0.006
C -5.12751 5.56517 -1.82363 1.056 -0.248 0.857
C -5.44683 4.10340 -2.15616 0.161 1.226 0.087
O -6.54429 3.66621 -2.36552 -0.357 -0.477 -0.218
N -4.25462 3.44493 -2.20990 0.070 -0.598 0.227
C -0.28284 5.68708 -1.47883 -0.416 0.117 -0.172
C 0.98551 6.16726 -1.22713 0.237 -0.431 -0.473
H 3.69715 6.69189 -2.07094 0.066 0.004 0.059
H 4.26712 5.17523 -1.42850 -0.003 -0.007 0.196
H 3.54685 6.43725 -0.34071 0.111 -0.171 0.076
H 2.86296 3.61699 -2.35967 -0.084 2.341 0.833
H 0.37331 2.66770 -2.87525 -0.410 0.464 0.394
H -2.18818 4.13306 -3.43915 -0.249 0.286 0.141
H -1.78468 2.75620 -2.44288 0.002 0.018 -0.086
H -3.10508 3.43096 -0.57159 0.805 0.559 0.355
H -3.53656 5.71974 -0.19816 -0.651 0.715 -0.927
H -3.06993 6.12631 -1.94594 0.143 0.456 0.605
H -5.10427 6.19589 -2.70877 -0.498 -0.130 -0.107
H -5.77812 5.99102 -1.06498 -0.370 -0.144 -0.246
H -4.28881 2.43366 -2.22949 -0.091 0.008 -0.090
H -1.09872 6.35520 -1.23931 -0.053 0.055 -0.432
H 1.09203 7.14273 -0.77260 0.130 -0.013 0.015
C 5.38314 1.50539 -2.49000 -0.474 -0.213 1.244
O 5.59263 2.72408 -1.79628 -0.732 -0.716 0.907
H 4.76577 1.74839 -3.36196 0.180 -0.083 -0.342
H 6.30679 1.03682 -2.82938 -0.083 0.085 -0.312
H 4.85126 0.80176 -1.82992 0.035 -0.228 -0.098
H 6.13273 2.52501 -1.02169 0.018 0.055 -0.008
Mg 2.36691 2.17331 -2.88869 -0.165 -2.110 -0.090
C -1.38475 -1.13654 0.39004 -0.519 0.033 0.656
F -1.67902 -0.05194 1.11029 0.105 0.003 -0.294
F -0.96318 -2.08500 1.22077 0.254 0.032 -0.198
F -2.52635 -1.57664 -0.16722 0.157 0.105 -0.253
S -0.12411 -0.73785 -0.88134 0.764 0.175 -0.772
O 1.02781 -0.26435 -0.13413 0.026 0.357 -0.019
O -0.74364 0.32171 -1.69400 0.074 0.225 0.005
O 0.10206 -1.96804 -1.59906 -0.265 -0.134 0.000
Br 6.32769 3.87208 -4.07889 -0.248 0.754 -1.242
B -2.25178 -0.24296 4.24399 0.641 -0.903 -1.477
F -1.00946 0.20026 3.84484 -0.009 0.267 0.328
F -2.47715 0.16832 5.62904 -0.443 0.711 -0.325
F -3.25785 0.34708 3.42658 0.011 -0.306 0.448
F -2.33887 -1.61622 4.13901 -0.252 0.007 0.479
Mg -1.60374 5.20802 0.68984 0.360 -0.313 1.834
C 2.32699 -6.21600 -2.23408 0.207 -0.144 0.195
C 1.14765 -5.80309 -1.37918 0.036 0.288 -0.605
O 1.14080 -6.53054 -0.13566 -0.138 -0.100 0.231
C 1.92665 -6.04876 0.81840 -0.083 0.246 -0.504
O 2.62806 -5.08680 0.73898 0.128 -0.061 0.281
C 1.77751 -6.89762 2.08872 -0.019 -0.656 0.826
F 1.78057 -8.21384 1.82441 -0.004 0.079 -0.281
F 0.62249 -6.63344 2.71853 -0.068 0.220 -0.230
F 2.76032 -6.67800 2.95977 0.055 0.311 -0.198
H 2.33138 -7.29649 -2.38513 -0.071 0.016 -0.068
H 2.28239 -5.72280 -3.20509 -0.051 0.020 0.014
H 3.26995 -5.95406 -1.75454 -0.021 0.080 -0.015
H 0.21537 -6.05273 -1.88177 -0.071 -0.155 0.223
H 1.14001 -4.72858 -1.19684 0.061 -0.038 0.200
Br -3.03159 2.34780 5.07305 0.092 0.296 0.652
C 6.32500 -7.39214 2.76968 -0.018 0.249 0.554
C 5.60911 -8.38443 1.79813 -0.084 0.010 0.619
O 6.19943 -8.29116 0.61001 -0.246 -0.246 -0.144
H 6.24259 -6.36595 2.41456 -0.032 -0.067 -0.161
H 5.85594 -7.44601 3.75854 -0.072 -0.066 -0.049
H 7.37879 -7.64498 2.88221 -0.011 -0.086 -0.169
H 4.53350 -8.12170 1.85768 0.046 0.337 -0.434
H 5.63951 -9.37096 2.31247 0.442 -0.145 -0.271
C -7.06227 -0.12771 4.07315 0.165 -0.133 -0.038
O -7.06645 1.01962 4.48905 -0.155 -0.017 -0.006
N -5.92089 -0.81960 3.82096 -0.022 0.146 0.168
N -8.22853 -0.81594 3.82530 -0.134 0.052 0.020
H -5.90461 -1.76090 3.47907 -0.003 0.001 -0.005
H -5.04478 -0.34984 3.98869 0.045 -0.038 -0.195
H -9.08943 -0.33489 4.00031 0.015 0.020 0.001
H -8.25497 -1.75693 3.48416 0.055 -0.002 -0.004
```
Forces are in eV/Å.

Atomic partial charges in e from the Löwdin method, atoms 1 to 2:
1 C -0.008
2 C -0.242